{"formula": "C38H54BF6N7O7S3Tc", "method": "ωB97M-V with the def2-TZVPD basis set", "symbols": ["Tc", "C", "C", "C", "C", "C", "C", "C", "N", "C", "C", "C", "C", "C", "C", "C", "N", "C", "C", "C", "C", "H", "H", "H", "H", "H", "H", "H", "H", "H", "H", "H", "H", "H", "H", "H", "H", "H", "H", "H", "H", "H", "H", "H", "H", "O", "H", "H", "S", "C", "C", "N", "C", "H", "H", "H", "C", "N", "C", "C", "N", "N", "C", "C", "H", "H", "H", "H", "H", "H", "H", "H", "H", "H", "H", "H", "H", "F", "C", "F", "F", "S", "O", "O", "N", "S", "O", "O", "C", "F", "F", "F", "C", "C", "C", "C", "C", "C", "C", "C", "O", "B", "O", "C", "C", "H", "H", "H", "H", "H", "H", "H", "H", "H", "H", "H", "H"], "positions_angstrom": [[-0.72721, -0.03188, -0.68737], [4.85594, -0.73166, 3.02931], [4.66600, 0.73914, 2.62161], [5.75071, 1.15418, 1.61160], [4.77269, 1.58118, 3.87279], [3.26164, 0.88666, 1.97524], [2.06859, 0.70624, 2.71102], [0.85726, 0.62234, 2.06707], [0.70478, 0.69987, 0.69009], [1.85901, 0.96429, -0.02082], [3.11901, 1.03052, 0.59601], [1.73036, 1.30653, -1.42071], [2.73564, 2.04620, -2.07484], [2.60831, 2.32278, -3.44883], [1.34296, 2.12627, -4.05882], [0.34354, 1.54376, -3.29985], [0.53986, 1.01411, -2.05675], [3.70398, 2.97948, -4.26777], [4.03245, 2.06444, -5.47881], [4.97779, 3.10123, -3.41234], [3.28315, 4.38777, -4.71553], [5.90019, -0.94549, 3.33580], [4.58003, -1.32742, 2.12823], [4.17378, -1.03097, 3.86945], [6.77251, 1.16252, 2.09680], [5.52313, 2.17480, 1.18816], [5.77294, 0.43898, 0.76763], [5.76797, 1.52808, 4.32357], [4.08134, 1.25982, 4.69622], [4.57629, 2.63946, 3.67638], [2.08529, 0.64911, 3.80014], [-0.07956, 0.54909, 2.66995], [3.97102, 1.15821, -0.08926], [3.55528, 2.32032, -1.42621], [1.13210, 2.47880, -5.06579], [-0.64698, 1.41904, -3.71612], [4.44405, 1.13677, -5.07056], [4.78252, 2.60248, -6.09141], [3.15985, 1.85934, -6.12053], [5.26387, 2.15816, -2.96088], [4.81300, 3.82689, -2.56566], [5.84363, 3.48013, -3.98649], [2.42287, 4.40546, -5.42207], [4.14520, 4.91024, -5.12833], [2.93794, 4.99783, -3.84231], [1.66747, 4.98722, 0.36305], [0.90269, 5.00136, -0.26092], [1.21238, 5.09189, 1.19292], [-3.78910, -0.66276, -4.05506], [-4.49672, -0.82904, -2.44674], [-3.54136, -0.77611, -1.47845], [-2.24167, -0.58168, -1.99321], [-2.23870, -0.59609, -3.36053], [-5.57094, -0.95362, -2.37131], [-3.65886, -0.85592, -0.40503], [-1.28401, -0.59580, -3.90316], [-0.20055, -3.73056, -3.75317], [0.59068, -2.88341, -2.84322], [1.56630, -1.97483, -3.42150], [0.35738, -2.89428, -1.49662], [0.39798, -1.78359, -0.75026], [0.20143, -4.11267, -0.92685], [0.95927, -5.28232, -1.42011], [-0.47535, -4.27451, 0.34517], [-0.70821, -3.09691, -4.50599], [-0.96209, -4.26490, -3.17596], [0.49372, -4.43641, -4.24489], [2.60948, -2.26305, -3.13522], [1.41833, -0.94337, -3.10096], [1.51713, -2.01008, -4.53340], [0.70131, -1.97904, 0.19993], [1.56657, -5.00634, -2.25636], [0.25075, -6.09627, -1.72323], [1.64874, -5.68505, -0.60811], [0.25253, -4.10048, 1.17313], [-0.79083, -5.33658, 0.44890], [-1.33895, -3.59609, 0.46291], [-5.27487, 3.53450, -0.18799], [-4.47254, 2.51259, -0.56916], [-4.53183, 1.52888, 0.36044], [-4.89265, 2.02875, -1.77391], [-2.67518, 3.04159, -0.64976], [-1.85218, 1.88454, -1.07753], [-2.42544, 3.60192, 0.66046], [-2.76181, 4.19117, -1.73280], [-2.59616, 4.30527, -3.37714], [-3.61220, 5.14835, -3.87731], [-2.23803, 3.02521, -3.97133], [-0.93893, 5.13809, -3.39897], [-0.40655, 5.12841, -4.64254], [-0.02863, 4.47968, -2.58894], [-0.93877, 6.44703, -2.99866], [-5.52280, -4.34462, 5.07229], [-4.47530, -3.44301, 5.77418], [-3.23506, -4.28685, 6.18411], [-5.03904, -2.85656, 7.04710], [-4.02786, -2.37191, 4.83771], [-4.09883, -1.00585, 5.12184], [-3.59851, -0.02934, 4.28799], [-2.96318, -0.39228, 3.11233], [-2.33148, 0.42934, 2.17217], [-1.79137, -0.48377, 1.15241], [-2.15978, -1.88384, 1.57483], [-2.86465, -1.75897, 2.78215], [-3.39374, -2.73009, 3.61939], [-5.92605, -5.10321, 5.77898], [-5.08331, -4.86315, 4.21041], [-6.34773, -3.71423, 4.66033], [-3.48912, -5.02048, 6.95706], [-2.44472, -3.65775, 6.64228], [-2.76044, -4.84734, 5.37613], [-5.42378, -3.62839, 7.73685], [-5.91512, -2.22185, 6.85032], [-4.36835, -2.20495, 7.63352], [-4.55532, -0.67990, 6.05668], [-3.79290, 1.02646, 4.54941], [-3.22727, -3.76721, 3.31989]], "atomic_forces_ev_per_a": [[-0.454, 0.898, 0.153], [-0.667, -0.709, -0.386], [-0.187, 0.255, 0.004], [0.449, 0.430, -0.132], [-0.520, 0.652, 1.286], [0.338, -0.801, 0.018], [0.393, 0.308, -0.148], [-1.183, 0.112, -0.708], [2.005, 0.249, 0.453], [-0.096, 0.040, 2.011], [-0.367, -0.147, -0.493], [-0.751, 0.771, -2.472], [-1.116, -1.164, 0.081], [-0.594, 0.777, -0.097], [0.533, -0.217, 1.283], [0.124, -0.878, 0.318], [1.682, 1.183, -0.200], [0.592, -0.187, 0.127], [-0.019, 0.702, 0.094], [0.056, 1.198, 0.579], [-1.050, 0.536, 0.595], [-0.608, 0.200, -0.268], [0.438, -0.089, 0.725], [0.579, 0.317, -0.742], [-1.209, 0.029, -0.545], [0.434, -0.910, 0.515], [0.182, 0.298, 0.355], [-0.004, -0.132, -0.271], [0.406, 0.189, -0.821], [-0.001, -0.060, -0.008], [0.001, -0.032, -0.350], [0.948, -0.075, -0.763], [-0.447, -0.145, 0.861], [0.203, 0.292, -0.753], [0.053, -0.140, 0.238], [0.013, 0.140, 0.146], [0.035, -0.030, -0.426], [-0.279, -0.532, 0.263], [0.300, 0.027, 0.301], [0.104, -0.312, -0.048], [0.167, -0.581, -0.799], [-0.538, -0.201, 0.119], [0.744, -0.148, 0.229], [-0.105, -0.067, -0.253], [0.343, -0.510, -0.514], [-0.938, -0.321, -1.199], [0.953, 0.053, 0.396], [-0.059, 0.156, 0.738], [0.322, -0.347, 1.563], [0.505, 0.032, -0.646], [0.579, 0.234, -1.498], [-1.105, -1.187, -2.021], [-0.068, 0.115, 2.164], [0.242, 0.090, 0.151], [-0.219, 0.031, -0.296], [-0.716, 0.223, 0.140], [0.561, -0.027, 0.022], [-0.919, 0.415, 0.654], [0.937, 0.239, -0.547], [0.498, -0.981, -0.462], [-0.509, 0.598, 0.303], [0.238, 0.254, -0.620], [-0.492, -1.023, 1.083], [0.280, -0.424, 1.000], [0.346, -0.331, 0.301], [0.247, 0.040, -0.213], [-0.634, 0.167, -0.016], [-0.784, 0.101, -0.188], [-0.050, -0.118, -0.084], [-0.120, -0.054, 0.830], [-0.116, -0.226, -0.036], [0.265, 0.156, -0.407], [0.660, 0.645, 0.265], [-0.977, 0.581, -0.848], [-0.549, -0.023, -0.296], [0.055, 0.770, -0.209], [0.567, -0.405, -0.204], [1.222, -1.465, -0.596], [-0.450, 0.110, -0.035], [-0.366, 0.322, -0.559], [0.396, 0.565, 1.364], [-0.300, 3.138, -0.815], [-0.108, -0.731, 0.662], [0.004, -1.104, -1.203], [0.181, -0.693, -0.419], [0.881, -2.190, 2.737], [0.226, 0.119, -0.379], [-0.629, 0.893, 0.068], [1.946, 1.948, 0.091], [-0.668, -0.316, 0.748], [-1.280, 0.450, -0.693], [-0.460, -1.852, -0.280], [-0.446, 0.245, -0.187], [0.332, -0.780, 0.480], [0.667, 0.065, 0.377], [-1.227, 0.587, 1.039], [1.043, -0.371, -1.192], [-0.264, 0.892, 0.535], [-0.566, 1.428, 0.469], [0.670, 0.541, -0.928], [-0.377, -2.320, -0.053], [-1.630, -1.444, 1.918], [-0.295, 1.999, 0.516], [0.205, 0.061, -0.331], [0.854, -0.187, -1.089], [0.245, 0.579, -0.473], [-0.038, 0.005, 0.276], [0.417, -0.543, 0.503], [-0.280, 0.134, -0.177], [-0.459, -0.123, -0.299], [-0.208, 0.127, -0.170], [0.397, 0.125, -0.397], [0.061, -0.172, -0.139], [0.139, -0.496, -0.370], [0.054, -0.088, -0.390], [0.470, -0.651, -0.249], [-0.288, 0.228, 0.270]], "total_energy_ha": -4289.2667, "de_lowest_kcal_mol": 7.36, "multiplicity": 4, "total_charge": 2}